C5H7ClS | the ωB97M-V functional and the def2-TZVPD basis

Cartesian coordinates (Å):
C -0.439 -1.445 0.749
C 0.017 -0.307 0.276
C -0.669 0.524 -0.670
C -2.084 0.657 -0.643
Cl -3.229 0.431 0.754
C 1.525 0.137 0.672
S 2.537 -0.487 -0.878
H -1.722 -1.540 0.706
H 0.198 -1.937 1.350
H -0.250 1.198 -1.628
H -2.571 1.084 -1.426
H 1.817 -0.482 1.433
H 1.750 1.271 0.763
H 3.119 0.897 -1.459

Cartesian forces, eV/Å:
-6.19 1.84 -1.27
3.71 2.10 0.34
-4.98 2.33 -2.33
4.21 -0.73 2.62
1.21 -0.15 -1.36
-1.65 1.36 -4.64
0.90 3.61 -0.26
4.33 -0.65 -0.10
1.46 -2.28 2.32
-0.58 -2.49 2.80
-1.38 1.33 -1.89
1.05 -0.96 2.11
-0.72 -2.18 0.16
-1.37 -3.13 1.51

Properties
Electronic energy ... -1052.9325 a.u.
Gap between HOMO and LUMO ... 9.14 eV
LUMO energy ... 0.21 eV
SMILES ... C=C(/C=C\Cl)CS
Energy above the lowest of the compared OMol25 structures with the same formula, charge and spin ... 3.840 eV
HOMO level ... -8.92 eV
F_max ... 6.58 eV/Å

***

C8H32N2O7 | the ωB97M-V functional and the def2-TZVPD basis

Cartesian coordinates (Å):
C 0.013 -3.611 2.497
O 0.001 -3.183 1.156
C -0.083 -4.258 0.230
C -0.086 -3.745 -1.182
C -0.073 -4.897 -2.186
N 1.073 -2.838 -1.461
H -0.956 -4.035 2.799
H 0.171 -2.728 3.117
H 0.802 -4.346 2.683
H 0.794 -4.920 0.350
H -0.991 -4.846 0.437
H -0.997 -3.169 -1.387
H 0.060 -4.439 -3.161
H -1.014 -5.456 -2.182
H 0.709 -5.621 -1.953
H 1.735 -2.909 -0.681
H 0.756 -1.881 -1.292
C -2.116 4.093 2.197
O -0.753 3.825 1.976
C -0.482 3.477 0.663
C 1.019 3.610 0.433
C 1.469 5.048 0.719
N 1.318 3.177 -0.937
H -2.236 4.392 3.230
H -2.737 3.203 1.996
H -2.487 4.852 1.491
H -0.847 2.471 0.410
H -0.985 4.188 -0.025
H 1.524 2.944 1.138
H 1.433 5.245 1.793
H 0.853 5.777 0.190
H 2.517 5.182 0.440
H 0.912 3.832 -1.598
H 2.308 3.120 -1.129
O -2.638 -0.277 -1.969
H -2.448 -0.588 -1.078
H -1.809 -0.407 -2.449
O 0.495 0.315 -0.907
H 0.518 1.272 -0.712
H 0.355 0.257 -1.868
O -0.233 0.216 -3.642
H -0.094 -0.398 -4.373
H -0.017 1.086 -3.997
O -0.330 0.367 2.703
H -0.965 -0.261 3.061
H -0.191 0.092 1.787
O 1.939 -1.030 1.048
H 1.555 -0.580 0.273
H 1.238 -1.620 1.352

Cartesian forces, eV/Å:
-0.34 0.05 0.30
-0.16 -0.09 -0.20
0.00 -0.15 0.42
0.39 0.59 -0.77
-0.35 -0.05 0.42
-0.44 0.15 0.86
0.12 -0.12 -0.16
0.19 -0.04 -0.02
0.01 0.04 0.00
-0.14 0.08 0.11
0.13 0.00 -0.05
0.03 -0.01 0.25
0.19 -0.29 -0.19
-0.03 0.13 0.02
0.22 0.18 -0.24
0.06 -0.29 -0.38
-0.04 -0.27 -0.30
-0.34 -0.50 -0.60
-0.18 0.23 0.54
0.22 0.24 -0.73
0.18 0.42 0.06
0.35 -0.35 0.41
-0.56 -0.25 0.02
-0.05 0.15 0.08
0.19 0.02 0.23
0.15 0.19 0.31
0.02 -0.01 0.13
-0.01 -0.16 0.03
0.03 -0.10 -0.16
-0.26 0.10 -0.09
-0.01 0.01 -0.03
-0.07 -0.01 -0.19
0.07 0.00 0.01
0.09 0.06 0.15
0.06 -0.21 0.03
0.01 0.07 -0.01
-0.14 0.23 0.02
-0.29 0.11 0.02
0.28 -0.13 -0.37
0.10 0.06 0.24
0.08 -0.01 -0.29
0.07 -0.02 0.12
-0.11 -0.03 0.04
-0.18 0.00 -0.03
-0.02 0.04 -0.06
0.13 -0.02 0.10
0.08 0.14 -0.04
0.12 -0.08 0.18
0.12 -0.07 -0.21

Properties
Electronic energy ... -960.1589 a.u.
Gap between HOMO and LUMO ... 9.48 eV
LUMO energy ... 0.15 eV
SMILES ... COC[C@H](C)N.COC[C@H](C)N.O.O.O.O.O
Energy above the lowest of the compared OMol25 structures with the same formula, charge and spin ... 0.279 eV
HOMO level ... -9.32 eV
F_max ... 1.04 eV/Å

***

C67H152AsF6N7O4 | the ωB97M-V functional and the def2-TZVPD basis

Cartesian coordinates (Å):
C -1.025 6.631 -2.074
C -1.520 6.653 -0.652
C -2.444 5.458 -0.533
C -3.248 5.509 0.773
N -4.704 5.137 0.696
C -5.314 5.379 2.086
C -6.789 5.592 1.909
C -6.903 6.259 0.519
C -5.594 5.953 -0.257
C -4.897 3.682 0.305
C -4.133 2.614 1.033
C -4.637 1.217 0.643
H -1.843 6.855 -2.771
H -0.499 5.732 -2.331
H -0.266 7.451 -2.271
H -2.130 7.570 -0.545
H -0.686 6.768 0.103
H -1.944 4.524 -0.592
H -3.171 5.494 -1.365
H -3.251 6.508 1.204
H -2.801 4.918 1.537
H -4.963 4.638 2.793
H -4.818 6.320 2.387
H -7.299 4.653 2.034
H -7.167 6.282 2.682
H -7.758 5.920 -0.033
H -7.126 7.286 0.805
H -5.705 5.384 -1.133
H -5.052 6.885 -0.456
H -4.765 3.667 -0.791
H -5.948 3.522 0.517
H -4.208 2.763 2.086
H -3.070 2.651 0.884
H -5.724 1.229 0.826
H -4.154 0.501 1.334
H -4.423 0.944 -0.418
C 2.348 8.639 8.870
C 2.890 7.897 10.135
C 2.955 6.350 9.997
C 1.559 5.709 9.983
N 1.526 4.188 9.646
C 2.147 3.962 8.243
C 1.043 4.339 7.291
C -0.245 3.785 8.019
C 0.110 3.755 9.517
C 2.245 3.339 10.537
C 1.723 3.305 11.964
C 2.614 2.343 12.875
H 2.999 8.450 7.990
H 2.193 9.684 9.105
H 1.346 8.356 8.658
H 2.338 8.171 11.041
H 3.893 8.308 10.317
H 3.569 5.844 10.814
H 3.422 6.128 8.970
H 0.884 6.282 9.436
H 1.243 5.670 11.020
H 2.302 2.897 8.222
H 3.044 4.624 8.164
H 1.141 3.736 6.363
H 1.114 5.414 7.164
H -0.469 2.822 7.567
H -1.208 4.327 7.904
H 0.070 2.769 9.963
H -0.411 4.474 10.153
H 3.275 3.638 10.576
H 2.071 2.358 10.089
H 0.715 3.020 12.048
H 1.863 4.268 12.470
H 2.562 2.395 13.980
H 3.686 2.582 12.666
H 2.497 1.293 12.551
C -0.704 -6.343 3.544
C -0.016 -6.051 4.929
C -0.637 -4.779 5.643
C -1.969 -5.174 6.107
N -2.909 -4.059 6.050
C -4.163 -4.431 6.800
C -4.030 -3.843 8.203
C -3.393 -2.490 7.927
C -2.341 -2.838 6.816
C -3.206 -3.718 4.534
C -3.959 -2.426 4.259
C -4.635 -2.506 2.908
H -0.669 -7.400 3.362
H -0.227 -5.770 2.712
H -1.776 -6.077 3.643
H 1.051 -5.996 4.882
H -0.230 -6.862 5.568
H -0.589 -4.023 4.849
H -0.015 -4.469 6.528
H -1.867 -5.624 7.091
H -2.484 -5.930 5.457
H -5.037 -3.945 6.296
H -4.189 -5.484 6.963
H -4.970 -3.649 8.651
H -3.425 -4.492 8.833
H -4.141 -1.744 7.574
H -2.952 -2.087 8.868
H -2.134 -1.924 6.222
H -1.514 -3.285 7.309
H -3.746 -4.596 4.301
H -2.292 -3.752 4.004
H -3.256 -1.536 4.299
H -4.778 -2.258 5.008
H -3.888 -2.521 2.138
H -5.290 -1.702 2.784
H -5.270 -3.346 2.722
C -2.368 1.575 -6.840
C -1.594 2.144 -8.110
C -2.524 2.991 -8.947
C -1.833 3.570 -10.211
N -2.778 4.373 -11.160
C -4.066 3.592 -11.533
C -4.466 4.124 -12.911
C -3.074 4.164 -13.632
C -2.083 4.625 -12.481
C -3.298 5.644 -10.411
C -2.233 6.647 -10.017
C -2.765 8.002 -9.679
H -2.745 2.370 -6.310
H -1.648 0.991 -6.252
H -3.213 0.948 -7.267
H -1.239 1.313 -8.688
H -0.740 2.736 -7.762
H -2.893 3.841 -8.379
H -3.302 2.288 -9.260
H -1.534 2.773 -10.876
H -1.039 4.274 -9.857
H -4.728 3.776 -10.710
H -3.725 2.520 -11.518
H -4.882 5.177 -12.824
H -5.235 3.550 -13.435
H -2.897 4.768 -14.548
H -2.709 3.225 -13.960
H -1.794 5.681 -12.706
H -1.178 4.039 -12.494
H -3.890 5.249 -9.605
H -4.024 6.108 -11.132
H -1.367 6.698 -10.690
H -1.769 6.283 -9.079
H -2.005 8.814 -9.548
H -3.381 7.997 -8.797
H -3.495 8.376 -10.412
C 1.497 -1.430 -6.921
C 1.985 -2.668 -6.143
C 3.326 -2.410 -5.472
C 3.936 -3.552 -4.643
N 5.295 -3.212 -4.052
C 5.915 -4.384 -3.236
C 6.893 -5.045 -4.157
C 7.529 -3.867 -4.867
C 6.327 -2.876 -5.150
C 5.128 -2.035 -2.991
C 4.352 -2.338 -1.711
C 4.055 -1.142 -0.902
H 0.454 -1.499 -7.108
H 2.000 -1.410 -7.919
H 1.846 -0.458 -6.476
H 2.076 -3.501 -6.893
H 1.197 -2.990 -5.455
H 3.102 -1.592 -4.809
H 4.008 -2.029 -6.230
H 4.060 -4.368 -5.370
H 3.238 -3.852 -3.881
H 6.360 -3.895 -2.339
H 5.151 -5.121 -2.966
H 7.621 -5.847 -3.763
H 6.275 -5.588 -4.920
H 8.280 -3.485 -4.186
H 8.023 -4.120 -5.810
H 6.544 -1.833 -5.124
H 5.823 -3.105 -6.057
H 4.697 -1.172 -3.518
H 6.142 -1.831 -2.701
H 4.859 -2.999 -1.030
H 3.373 -2.759 -1.906
H 3.424 -1.408 -0.071
H 3.318 -0.464 -1.347
H 4.884 -0.568 -0.465
C -3.266 -11.158 -1.698
O -3.954 -11.986 -2.605
C -3.407 -13.220 -3.030
C -4.030 -13.646 -4.368
N -5.536 -13.530 -4.285
H -5.844 -14.473 -4.082
H -5.793 -12.882 -3.541
C -6.300 -13.143 -5.575
C -6.204 -11.746 -6.075
O -6.868 -10.825 -5.162
C -7.079 -9.678 -5.591
H -3.798 -10.231 -1.453
H -2.226 -10.830 -2.159
H -2.909 -11.728 -0.805
H -3.707 -13.984 -2.233
H -2.365 -13.055 -2.964
H -3.777 -14.697 -4.574
H -3.741 -12.949 -5.165
H -7.346 -13.537 -5.533
H -5.804 -13.752 -6.327
H -6.681 -11.568 -7.076
H -5.178 -11.383 -6.173
H -6.742 -9.222 -6.619
H -7.007 -8.958 -4.697
H -8.125 -9.349 -5.172
C 10.662 -1.192 0.889
O 10.928 0.121 1.470
C 11.541 0.076 2.740
C 11.820 1.531 3.175
N 10.572 2.434 2.825
H 10.713 3.430 3.056
H 10.479 2.339 1.835
C 9.253 2.114 3.438
C 8.289 3.033 2.781
O 8.450 2.930 1.370
C 7.282 3.289 0.621
H 11.507 -1.900 1.133
H 10.619 -0.947 -0.177
H 9.741 -1.641 1.312
H 12.506 -0.451 2.698
H 10.835 -0.427 3.397
H 12.646 1.931 2.664
H 12.018 1.536 4.252
H 9.230 2.146 4.526
H 9.044 1.106 3.256
H 8.393 4.095 3.071
H 7.308 2.716 3.163
H 7.047 4.315 0.807
H 6.434 2.603 0.711
H 7.624 3.141 -0.404
As -0.148 0.311 1.713
F 0.786 1.395 0.656
F -0.247 1.567 2.968
F -1.044 -0.848 2.743
F -0.208 -0.891 0.434
F 1.378 -0.259 2.323
F -1.677 0.994 1.120

Cartesian forces, eV/Å:
1.56 2.25 -0.76
0.12 0.75 0.03
-1.65 0.65 0.98
-0.26 0.85 -0.45
-0.37 -0.87 0.69
1.32 1.37 -0.23
0.10 0.02 0.22
-0.09 -0.45 0.70
0.67 1.75 2.15
-0.44 0.31 -0.58
0.69 -0.09 -0.64
-0.20 0.20 0.37
0.13 -0.42 0.08
-0.04 -0.69 -0.17
-0.83 -0.77 0.33
0.22 -0.32 0.15
-0.92 -0.65 -0.71
0.66 -0.86 -0.19
0.41 0.05 0.13
0.02 0.30 -0.34
0.21 -0.83 0.54
-0.19 -0.38 -0.11
-0.41 -0.28 0.03
-0.48 -0.34 -0.22
0.16 -0.46 -0.26
-0.40 -0.27 -0.22
0.66 0.36 -0.94
-0.33 -0.48 -1.09
-0.07 -0.27 -0.18
0.12 -0.30 0.51
-0.39 -0.12 -0.30
-0.48 -0.06 0.99
0.50 0.18 -0.49
0.28 -0.46 -0.25
-0.30 0.18 -0.63
-0.13 0.25 0.86
0.67 -0.68 0.93
0.25 0.20 -0.29
0.81 -0.71 -1.12
2.04 -1.42 2.38
0.32 2.39 -2.98
-0.43 0.91 0.67
-0.73 -0.96 0.09
-0.36 0.99 -0.14
-0.10 0.15 0.01
-0.05 -1.24 2.18
2.30 0.04 2.18
0.96 -0.11 -1.32
-0.42 0.40 0.55
0.69 0.37 -0.16
-0.97 -0.75 -0.49
-0.22 -0.05 -0.21
-0.12 -0.47 -0.02
-0.57 0.88 -1.10
-0.20 0.47 1.61
-1.32 0.39 -1.35
-0.47 0.39 0.12
0.68 -0.23 -0.22
-0.61 -1.27 -0.01
0.13 1.03 0.29
-0.57 0.08 -0.53
0.22 -0.34 0.51
0.90 0.16 -0.25
-0.39 -0.14 -0.04
-0.58 -0.42 -0.28
0.60 -0.17 -0.34
0.76 -0.20 0.29
-1.39 -0.30 -0.03
-0.33 0.11 -0.40
-0.74 0.28 -0.76
-0.67 -0.11 0.07
-0.10 0.38 0.30
0.41 1.27 0.95
-1.11 1.07 -0.49
2.97 -1.00 -1.07
-1.17 -1.10 -1.07
-0.84 2.68 0.04
-0.90 1.23 0.48
0.60 0.76 -0.94
0.60 0.17 -0.02
-1.54 0.81 0.92
-0.45 0.12 2.05
-0.27 0.54 1.24
0.92 -0.49 -0.08
0.15 -0.46 -0.37
-0.51 -0.47 0.64
0.57 -0.09 -0.46
0.60 0.22 -0.29
-0.16 -1.23 0.79
-0.25 0.28 0.62
-0.35 -0.22 -1.12
-0.49 0.26 0.33
0.80 0.33 0.55
0.72 -0.96 0.27
-0.50 -0.90 -0.93
-1.04 -0.43 0.52
0.06 0.13 0.15
0.46 -0.60 0.11
0.03 -0.13 -0.92
0.25 -1.17 -0.10
1.08 0.43 0.30
-0.97 -0.75 -0.81
0.95 0.08 -0.37
-0.82 -1.05 -0.11
0.83 -0.14 -0.33
0.34 0.24 -0.63
-0.69 1.63 -0.34
-0.24 -1.00 0.42
1.10 -1.90 -3.43
-0.38 0.23 1.69
0.22 0.10 -1.28
-1.01 0.64 0.35
-0.43 0.78 1.11
1.52 -0.71 -0.10
0.71 1.19 -0.39
0.54 1.05 0.88
-0.58 0.88 -1.51
-0.09 0.22 -2.41
1.32 -0.97 1.35
-0.76 1.86 -0.53
-0.97 1.74 1.50
-0.55 0.01 -0.02
0.96 0.51 0.95
0.36 -0.41 -0.34
0.04 -0.13 -0.11
-0.39 -0.21 0.26
-0.44 0.53 0.09
0.78 -0.22 0.15
-0.38 -0.75 -0.88
-0.66 -0.18 0.12
-0.69 0.88 -0.35
0.49 -1.21 -0.05
0.28 -0.18 0.24
-0.78 0.16 0.85
-0.25 -1.41 -0.06
-0.40 -0.70 1.01
0.28 -0.13 0.03
0.01 0.09 0.51
0.69 -0.34 0.60
-0.54 -0.02 -0.38
-0.05 -0.06 -0.29
-0.44 -1.00 -0.15
-0.01 -0.22 0.74
0.46 -0.07 -0.30
2.35 0.45 -0.62
-0.28 -1.07 -1.17
-0.23 0.39 0.64
0.14 0.15 -1.73
-0.58 0.42 1.84
-0.35 -0.05 0.54
0.11 -1.47 -1.56
-0.25 0.57 -0.55
0.54 -1.65 1.65
-0.05 -0.47 -0.82
-0.30 -0.71 -0.71
-1.03 2.17 0.95
-0.93 0.32 0.04
-0.40 -0.13 0.60
-0.85 -0.86 0.02
-0.05 0.55 0.70
0.33 0.08 0.25
0.20 0.59 0.38
0.21 -0.08 -0.04
0.29 -0.21 0.58
0.05 -0.17 0.52
-0.21 -0.70 -0.69
-0.13 0.64 0.29
-1.18 1.61 -0.16
0.46 0.15 0.57
0.13 0.70 -0.07
-0.09 0.01 0.23
0.29 0.68 0.12
-0.05 -0.27 -0.89
0.23 -0.38 0.11
0.57 0.39 -0.14
0.47 -0.71 -0.19
-0.11 -0.45 -0.37
0.11 -0.62 0.74
0.60 0.30 -0.63
-0.02 -0.23 -0.48
3.66 -0.33 -0.31
-1.86 0.70 -0.86
-1.75 -0.35 2.35
0.56 1.12 0.03
-0.42 0.24 -0.74
-0.56 0.00 0.52
0.00 0.09 0.32
-0.03 -1.47 -0.69
-0.81 2.53 0.60
2.82 -10.12 1.47
-4.06 11.08 0.17
-0.28 -0.70 -0.17
-1.91 -0.40 0.51
-0.84 0.47 -0.30
0.61 0.58 -0.97
1.46 -0.71 -0.83
-0.04 0.54 -0.22
0.21 -0.47 0.12
0.84 0.56 0.49
-0.02 -0.20 -0.20
0.32 -0.93 0.67
0.29 -0.27 -0.05
-0.71 -1.19 2.11
2.93 0.23 -1.04
-0.49 -1.13 -3.05
0.95 0.39 0.76
0.07 -0.45 -0.32
-0.29 0.58 -0.51
-2.12 -0.73 0.80
1.73 -0.50 2.15
0.61 -0.47 -0.32
-0.38 0.01 -1.19
0.79 0.44 0.21
-1.23 0.57 -0.18
-0.64 -0.58 0.94
1.10 -0.88 -0.97
-0.72 0.77 -0.50
-0.21 -0.66 0.24
0.29 0.40 -0.38
-0.27 0.03 0.22
0.26 -0.12 0.61
0.92 0.68 -0.80
-0.22 0.34 -0.20
0.50 0.73 0.07
-0.41 -1.53 -0.90
0.22 -0.30 0.14
-0.18 0.11 -0.51
-0.48 0.63 0.05
0.08 0.12 0.71
-0.17 0.46 -0.07
-0.48 0.65 -0.30
-0.80 -0.53 0.58
0.31 -0.89 -0.48
0.54 0.83 -0.40
0.23 0.47 0.54
-0.49 -0.14 0.05
0.75 -0.54 0.12

Properties
Electronic energy ... -6161.1224 a.u.
Gap between HOMO and LUMO ... 7.94 eV
LUMO energy ... -7.69 eV
HOMO level ... -15.64 eV
F_max ... 11.80 eV/Å
Net charge ... +6

***

- The lowest HOMO level belongs to which entry?
  C67H152AsF6N7O4

***

- Which of these has the lowest F_max?
  C8H32N2O7

***

- Number 3 is which compound?
  C67H152AsF6N7O4

***

- The lowest gap between HOMO and LUMO belongs to which entry?
  C67H152AsF6N7O4